This record from the Open Molecules 2025 dataset describes 7 unconnected molecules or ions with the total composition C20H34N3O8 at a distorted geometry. The level of theory is the ωB97M-V functional and the def2-TZVPD basis.

Each line ends with the natural charge from an NBO analysis.
Positions of all 65 atoms, in Å:
O (-16.1868, 17.6630, -2.1669)  -0.941
N (-13.6397, 13.7287, -2.6101)  0.532
H (-12.0815, 14.1037, -4.8114)  0.253
C (-10.5854, 15.3362, -3.9924)  -0.218
O (-14.0560, 13.4853, -1.4991)  -0.356
H (-18.4826, 11.5974, 0.5542)  0.157
C (-14.9550, 16.9681, -5.2475)  -0.117
C (-14.5349, 16.4606, -6.4645)  -0.001
H (-17.8430, 14.8320, -6.6189)  0.055
C (-10.1441, 16.1406, -2.9473)  -0.209
H (-18.0728, 7.5450, -5.8548)  0.139
C (-12.4311, 14.5921, -2.7045)  0.045
H (-17.9496, 13.6558, -4.7780)  0.490
C (-10.8473, 16.1608, -1.7437)  -0.215
C (-13.9126, 17.2969, -7.3842)  -0.212
H (-13.1629, 19.2379, -7.7634)  0.189
H (-17.4812, 12.8361, -0.2743)  0.188
C (-18.0321, 8.5709, -5.4587)  -0.669
O (-19.6340, 14.3630, -5.6961)  -0.878
C (-18.1542, 11.9883, -0.4185)  -0.658
H (-18.4763, 8.5944, -4.4549)  0.185
O (-15.3358, 14.3834, -5.9587)  -0.328
H (-18.9312, 17.0036, -7.6785)  0.155
C (-18.8412, 15.2536, -6.2964)  -0.019
H (-10.6131, 16.9383, -1.0308)  0.213
C (-15.0846, 17.1407, -0.0698)  -0.635
H (-14.8944, 18.6639, -3.8971)  0.275
H (-14.4174, 16.6608, -2.0774)  0.056
O (-19.3875, 12.6597, -2.4948)  -0.894
H (-9.4283, 16.9074, -3.2234)  0.201
C (-19.3417, 15.9892, -7.5874)  -0.660
H (-13.7424, 17.0471, -8.4214)  0.227
N (-17.2662, 13.1016, -4.1982)  -0.950
C (-11.9814, 15.3717, -1.6559)  -0.182
H (-14.1030, 16.8372, 0.3370)  0.144
H (-17.6291, 11.2195, -0.9963)  0.185
C (-13.5796, 18.5867, -7.0032)  -0.249
C (-18.7110, 9.6370, -6.3553)  0.000
O (-14.1119, 13.3056, -3.6448)  -0.354
H (-19.7442, 13.3420, -0.5905)  0.050
H (-15.8425, 16.3784, 0.1275)  0.215
H (-18.6220, 16.1415, -5.6487)  0.064
H (-20.4396, 16.0212, -7.6303)  0.181
C (-11.7302, 14.5581, -3.8960)  -0.192
H (-18.2523, 9.3580, -7.3580)  0.013
H (-9.9582, 15.2683, -4.8739)  0.202
C (-13.8989, 19.0610, -5.7321)  -0.201
N (-14.9235, 15.1043, -6.8228)  0.526
O (-14.9171, 14.8370, -8.0201)  -0.423
H (-15.6474, 16.4201, -4.6060)  0.283
C (-15.0144, 17.4565, -1.5483)  -0.022
H (-14.4254, 18.3935, -1.7622)  0.053
H (-16.6365, 13.7390, -3.7286)  0.392
H (-17.9826, 12.7691, -3.4644)  0.493
H (-20.3180, 11.7820, -0.9456)  0.062
H (-16.9855, 8.8717, -5.3228)  0.174
H (-15.3735, 17.9828, 0.5728)  0.172
C (-19.4291, 12.4266, -1.1744)  0.003
H (-13.7093, 20.0892, -5.4441)  0.194
C (-14.6153, 18.2546, -4.8565)  -0.211
H (-16.8606, 12.4144, -4.8259)  0.437
O (-18.6536, 10.9031, -5.9488)  -0.889
H (-19.1018, 15.4787, -8.5366)  0.161
H (-12.5325, 15.3777, -0.7236)  0.256
H (-19.8030, 9.4022, -6.4711)  0.060

Results
- HOMO energy: 2.19 eV
- E: -42126.265 eV
- Net charge: -3
- 2S+1: 1
- ΔE to the lowest compared entry with this formula, charge and spin: 0.0 kcal/mol